{"formula": "C3H16O5", "method": "ωB97M-V/def2-TZVPD", "multiplicity": 1, "homo_lumo_gap_ha": 0.4012, "relative_energy_ev": 1.3858, "total_charge": 0, "largest_force_ev_per_a": 3.45, "smiles": "CCCO.O.O.O.O", "symbols": ["C", "O", "C", "C", "H", "H", "H", "H", "H", "H", "H", "H", "H", "H", "O", "H", "H", "O", "H", "H", "O", "H", "H", "O"], "positions_angstrom": [[-0.3811, 1.4106, 1.2161], [0.8433, 2.1013, 0.6785], [0.1084, 0.0337, 1.4923], [-0.8336, -0.7067, 2.4851], [-0.6997, 2.0875, 2.0034], [-1.0370, 1.4410, 0.3583], [0.5981, 3.0253, 0.5668], [0.1235, -0.5973, 0.6134], [1.1021, 0.0142, 1.9174], [-0.4643, -0.8966, 3.4949], [-1.7249, -0.0921, 2.6258], [-1.0799, -1.7014, 2.1139], [-2.4427, -0.9958, 0.4294], [-1.5344, -0.4610, -0.8858], [-2.1840, -0.3178, -0.1893], [-0.3989, -1.6557, -2.5786], [-1.2100, -0.7531, -3.5136], [-0.9548, -0.8757, -2.5935], [1.2842, -1.8265, -2.4545], [2.2536, -0.8018, -1.9645], [2.2033, -1.7462, -2.1923], [1.4519, 1.1573, -0.8176], [2.8428, 1.4025, -1.4123], [2.1341, 0.7546, -1.3933]], "mulliken_charge": [-0.3427, -0.6206, -0.0220, -1.5133, 0.3876, 0.2933, 0.2612, -0.0053, 0.5517, 0.3246, 0.3544, 0.3470, 0.2751, 0.3882, -0.6463, 0.3372, 0.2849, -0.6309, 0.1796, 0.4417, -0.6131, 0.4005, 0.2673, -0.7000]}



{"formula": "C3H17B2ClCoN3O10", "method": "ωB97M-V/def2-TZVPD", "multiplicity": 4, "homo_lumo_gap_ha": [0.2933, 0.2884], "relative_energy_ev": 0.0000, "s2": 3.757, "total_charge": -1, "largest_force_ev_per_a": 4.80, "symbols": ["Co", "Cl", "O", "O", "O", "O", "B", "H", "H", "H", "H", "B", "H", "H", "H", "H", "C", "N", "O", "O", "H", "H", "H", "C", "N", "O", "O", "H", "H", "H", "C", "N", "O", "O", "H", "H", "H"], "positions_angstrom": [[10.0502, -4.1994, -10.6913], [12.3216, -4.6583, -7.9154], [12.0881, -5.6855, -6.9863], [11.5374, -4.9626, -9.0820], [11.9307, -3.3642, -7.5051], [13.7640, -4.6314, -8.2652], [11.1374, -4.1596, -12.6533], [11.5897, -3.5167, -13.3925], [10.0721, -4.0169, -12.5584], [11.3434, -5.2149, -12.7434], [11.5906, -3.9075, -11.7071], [9.0275, -6.1915, -10.9558], [8.6652, -5.3167, -10.4385], [10.0698, -6.0948, -11.2173], [8.7847, -7.0382, -10.3325], [8.4998, -6.2778, -11.8930], [8.7525, -3.8667, -6.3133], [8.2989, -3.3899, -7.7041], [8.9168, -3.7301, -8.7066], [7.3831, -2.6338, -7.7485], [9.4001, -3.0867, -5.9128], [9.3487, -4.7684, -6.4535], [7.9140, -3.9375, -5.6205], [6.5486, -1.4527, -11.1572], [7.8674, -1.9016, -11.7406], [8.4517, -2.9057, -11.2682], [8.3106, -1.2203, -12.6278], [6.1631, -0.6313, -11.7611], [6.7540, -1.1006, -10.1463], [5.8874, -2.3182, -11.2010], [12.0842, -0.4113, -9.3142], [10.8051, -1.1800, -9.5834], [9.7687, -0.7292, -9.1286], [10.8931, -2.3140, -10.1397], [12.8240, -0.7437, -10.0424], [12.4833, -0.7423, -8.3555], [11.7629, 0.6149, -9.4923]], "mulliken_charge": [-0.2255, 1.7317, -0.6454, -0.6688, -0.6515, -0.7457, 0.7580, -0.2900, -0.2054, -0.2710, -0.2075, 1.1009, -0.1862, -0.1198, -0.2842, -0.3175, -0.7716, 0.6823, -0.0934, -0.5569, 0.2580, 0.2784, 0.3247, -0.7878, 0.7208, -0.1987, -0.5154, 0.3256, 0.2618, 0.2797, -0.8435, 0.8040, -0.5512, -0.3051, 0.3266, 0.2967, 0.2930]}



{"formula": "C3H17N2O3", "method": "ωB97M-V/def2-TZVPD", "multiplicity": 2, "homo_lumo_gap_ha": [0.3976, 0.1540], "relative_energy_ev": 1.7705, "s2": 0.755, "total_charge": 2, "largest_force_ev_per_a": 6.06, "symbols": ["C", "C", "C", "N", "N", "H", "H", "H", "H", "H", "H", "H", "H", "H", "H", "H", "H", "H", "O", "H", "H", "O", "H", "H", "O"], "positions_angstrom": [[1.2478, -1.0550, -1.9403], [1.8570, -1.4484, -0.5815], [2.8005, -0.4341, 0.1387], [2.0595, 0.7858, 0.6822], [0.2725, 0.1627, -1.7006], [0.6197, -1.8167, -2.3376], [2.0075, -0.6921, -2.6024], [1.0829, -1.7192, 0.1858], [2.4134, -2.4305, -0.8232], [3.5394, -0.9994, 0.8500], [3.4965, 0.0237, -0.6061], [1.4963, 0.4958, 1.4986], [0.6943, 0.9142, -1.1396], [2.7401, 1.4124, 0.9989], [-0.5676, -0.0576, -1.1638], [-0.0626, 0.6053, -2.5387], [-3.8978, 1.5045, 0.4754], [-2.8890, 0.7602, 1.3628], [-2.9698, 1.1952, 0.5237], [-2.1744, -0.2761, -0.1364], [-2.4034, -1.7335, -1.0061], [-1.9169, -0.8216, -0.9071], [-1.8375, 0.8044, 3.9327], [-1.7446, 2.0304, 2.8255], [-1.8969, 1.1463, 3.0898]], "mulliken_charge": [-0.5549, -0.4411, -0.4958, -0.1619, -0.1583, 0.3481, 0.3903, 0.3318, 0.3694, 0.3998, 0.3830, 0.3417, 0.3716, 0.3445, 0.1330, 0.3983, 0.3280, 0.3699, -0.6981, 0.3555, 0.3408, -0.6962, 0.2938, 0.3309, -0.6240]}



{"formula": "C3H18F9O18S3", "method": "ωB97M-V/def2-TZVPD", "multiplicity": 1, "homo_lumo_gap_ha": 0.2357, "relative_energy_ev": 1.3929, "total_charge": -3, "largest_force_ev_per_a": 4.07, "symbols": ["C", "F", "F", "F", "S", "O", "O", "O", "C", "F", "F", "F", "S", "O", "O", "O", "C", "F", "F", "F", "S", "O", "O", "O", "O", "H", "H", "O", "H", "H", "O", "H", "H", "O", "H", "H", "O", "H", "H", "O", "H", "H", "O", "H", "H", "O", "H", "H", "O", "H", "H"], "positions_angstrom": [[-1.0968, -2.6161, 0.5658], [-1.2783, -3.9083, 0.6414], [-2.2202, -1.9780, 0.8875], [-0.2262, -2.2007, 1.4474], [-0.4423, -2.0578, -1.2068], [-0.7632, -0.6078, -1.2900], [0.9974, -2.3498, -1.3222], [-1.2400, -2.7770, -2.2398], [-5.4105, 4.8139, 1.7624], [-5.5073, 4.1097, 0.5881], [-6.6369, 5.0119, 2.2416], [-4.5388, 4.1447, 2.5378], [-4.7411, 6.5670, 1.4426], [-5.5633, 7.3710, 0.5280], [-4.7470, 7.1088, 2.8161], [-3.3764, 6.4693, 0.9521], [3.4422, 3.5924, 3.2620], [3.8645, 2.5938, 2.4937], [2.1456, 3.3921, 3.4084], [4.0291, 3.6345, 4.5194], [3.7527, 5.3526, 2.4633], [5.0965, 5.3919, 1.9237], [2.7418, 5.5462, 1.4548], [3.6049, 6.2757, 3.5829], [5.3711, -3.4469, 0.8449], [5.3610, -2.5793, 1.2492], [4.6901, -3.4067, 0.1735], [-6.5172, -2.6399, -1.8231], [-6.3034, -2.8261, -0.9088], [-5.7675, -2.9715, -2.3172], [-1.8134, -1.3927, -7.8497], [-2.4525, -0.6956, -7.7019], [-1.5040, -1.6243, -6.9739], [3.6786, -5.9893, -5.1365], [4.0089, -5.6850, -5.9818], [3.5923, -5.1933, -4.6119], [3.1507, -7.7687, 0.8054], [3.6675, -7.0222, 0.5021], [3.4048, -8.4875, 0.2266], [1.3585, -6.4602, 4.7906], [1.4695, -5.5605, 4.4832], [1.5469, -7.0009, 4.0235], [-1.7052, 1.9493, 7.1516], [-2.6144, 2.0441, 7.4356], [-1.7668, 1.6164, 6.2563], [2.9910, 0.1205, -5.7463], [2.2424, 0.6040, -6.0957], [2.6064, -0.5098, -5.1372], [-0.1654, 4.3626, -3.5297], [-0.3081, 3.5082, -3.1224], [-0.1084, 4.1752, -4.4667]], "mulliken_charge": [0.5803, -0.2145, -0.2279, -0.2208, 1.0627, -0.6384, -0.6419, -0.6997, 0.5784, -0.2377, -0.2107, -0.1947, 1.0702, -0.6724, -0.7054, -0.6276, 0.5658, -0.2186, -0.2085, -0.2421, 1.0765, -0.6761, -0.6168, -0.6803, -0.6640, 0.3262, 0.3392, -0.6482, 0.3173, 0.3306, -0.6592, 0.3208, 0.3386, -0.6485, 0.3131, 0.3354, -0.6264, 0.3214, 0.3063, -0.6569, 0.3302, 0.3238, -0.6381, 0.3076, 0.3304, -0.6444, 0.3097, 0.3351, -0.6225, 0.3346, 0.2881]}



{"formula": "C3H18N2O5", "method": "ωB97M-V/def2-TZVPD", "multiplicity": 1, "homo_lumo_gap_ha": 0.3739, "relative_energy_ev": 0.3142, "total_charge": 0, "largest_force_ev_per_a": 1.88, "smiles": "CC/N=C\\N.O.O.O.O.O", "symbols": ["C", "C", "N", "C", "N", "H", "H", "H", "H", "H", "H", "H", "H", "H", "H", "O", "H", "H", "O", "H", "H", "O", "H", "H", "O", "H", "H", "O"], "positions_angstrom": [[1.7280, 1.9269, 1.4034], [0.9706, 0.8920, 2.1948], [0.0937, -1.9268, 2.3315], [-0.4650, -0.9160, 1.6015], [-0.0098, 0.2314, 1.3193], [1.0990, 2.7018, 0.9566], [2.0023, 1.5316, 0.4162], [2.6601, 2.2549, 1.8438], [0.3986, 1.3243, 3.0163], [1.6909, 0.1382, 2.4959], [0.8644, -1.7096, 2.9500], [-0.3971, -2.7476, 2.6329], [-1.3196, -1.2691, 1.0347], [0.3603, -2.9832, -0.4510], [-0.9212, -2.7508, -1.2620], [-0.2500, -3.4104, -1.0602], [1.4490, -0.9283, -2.6461], [1.7360, -2.3582, -2.3667], [1.5992, -1.7635, -3.1128], [0.5274, 1.5179, -1.5915], [-0.5297, 0.5327, -2.0985], [0.4175, 0.6383, -1.9800], [-1.9944, 1.0883, -1.3543], [-1.3629, 0.7705, 0.0298], [-2.1270, 0.5788, -0.5547], [-2.5096, 3.1163, -0.9941], [-1.4957, 3.2602, 0.1075], [-1.6567, 3.5241, -0.8062]], "mulliken_charge": [-1.1377, -0.4402, -0.3867, -0.0450, -0.3497, 0.2506, 0.2206, 0.3652, 0.2848, 0.3471, 0.1644, 0.2265, 0.4298, 0.2797, 0.3211, -0.6095, 0.3207, 0.2982, -0.6242, 0.3095, 0.2741, -0.5698, 0.2278, 0.4994, -0.6556, 0.3257, 0.3119, -0.6389]}



{"formula": "C3H18O6", "method": "ωB97M-V/def2-TZVPD", "multiplicity": 1, "homo_lumo_gap_ha": 0.3811, "relative_energy_ev": 1.7846, "total_charge": 0, "largest_force_ev_per_a": 0.44, "smiles": "CO.CO.CO.O.O.O", "symbols": ["C", "O", "H", "H", "H", "H", "C", "O", "H", "H", "H", "H", "C", "O", "H", "H", "H", "H", "O", "H", "H", "O", "H", "H", "O", "H", "H"], "positions_angstrom": [[-0.2799, 3.5802, 0.0721], [-1.0051, 2.4580, 0.5977], [-0.0385, 4.3046, 0.8457], [0.6439, 3.2275, -0.3915], [-0.8661, 4.0605, -0.7149], [-1.2029, 2.6182, 1.5227], [2.2933, -2.2959, 1.2332], [3.4055, -2.4083, 0.3587], [1.4324, -1.9657, 0.6527], [2.0371, -3.2493, 1.7028], [2.4615, -1.5465, 2.0160], [4.0648, -2.9744, 0.7659], [-2.1558, -0.6611, 1.4930], [-2.9847, -1.5943, 2.1848], [-1.2648, -1.1496, 1.1060], [-2.7234, -0.2312, 0.6735], [-1.8698, 0.1578, 2.1643], [-2.4066, -2.1924, 2.6633], [1.9197, -1.6427, -2.0474], [2.5995, -1.8148, -1.3829], [1.3679, -0.9540, -1.6499], [-0.0541, 0.1828, -0.8866], [-0.5389, 0.3083, -1.7170], [-0.3379, 0.9122, -0.3152], [-1.4071, 0.7103, -3.3622], [-1.0478, 1.5901, -3.5150], [-2.0422, 0.5697, -4.0699]], "mulliken_charge": [-0.6120, -0.5007, 0.3215, 0.2444, 0.2247, 0.2998, -0.2704, -0.5328, -0.0470, 0.2959, 0.2500, 0.2861, -0.2045, -0.5427, 0.0470, 0.2097, 0.2011, 0.2990, -0.6591, 0.3696, 0.3485, -0.6455, 0.3553, 0.3148, -0.6467, 0.3035, 0.2902]}



Number 1: DFT total energy -500.052582 Eh, M 132.156 u. Number 2: DFT total energy -2933.147786 Eh, M 371.190 u. Number 3: DFT total energy -458.982996 Eh, M 129.180 u. Number 4: DFT total energy -3572.856322 Eh, M 609.342 u. Number 5: DFT total energy -610.781214 Eh, M 162.186 u. Number 6: DFT total energy -576.479066 Eh, M 150.171 u.